C30H34NO9Tl | ωB97M-V with the def2-TZVPD basis set

Positions of all 75 atoms, in Å:
1 C 0.2863 -0.2532 -7.3362
2 C -0.0077 -0.8085 -5.9315
3 C -0.0628 1.2553 -7.3021
4 C -1.0000 1.4218 -6.0916
5 H -0.5716 1.4938 -8.2418
6 H 0.8554 1.8512 -7.2376
7 C -1.2085 0.0214 -5.4602
8 H 0.8750 -0.6139 -5.3040
9 H -0.1915 -1.8926 -5.9613
10 C -1.3643 0.1735 -3.9545
11 H -2.1152 -0.4434 -5.8768
12 H -1.9771 1.7908 -6.4385
13 C -0.5298 2.3407 -4.9262
14 C 1.6835 -0.5699 -7.8394
15 C -0.5061 -0.9763 -8.4277
16 O -1.1504 -0.4306 -9.3117
17 O 2.6078 -0.9407 -7.1467
18 O 1.7687 -0.4534 -9.1822
19 O -0.3785 -2.3140 -8.3718
20 C -0.9156 -2.9582 -9.5314
21 H -0.7122 -4.0170 -9.3871
22 H -0.4158 -2.5839 -10.4325
23 H -1.9905 -2.7663 -9.6111
24 C 3.0457 -0.8386 -9.6891
25 H 3.8439 -0.2568 -9.2137
26 H 2.9993 -0.6419 -10.7593
27 H 3.2196 -1.9049 -9.4970
28 O -0.8078 1.4450 -3.5709
29 H -0.8558 -0.6115 -3.3740
30 H -2.4326 0.1902 -3.6837
31 C -1.4007 3.5776 -4.8089
32 C 0.9522 2.6573 -4.8628
33 H 1.2402 3.3184 -5.6940
34 H 1.5585 1.7423 -4.8949
35 H 1.1694 3.1892 -3.9257
36 H -1.1754 4.1215 -3.8833
37 H -2.4625 3.2971 -4.8161
38 H -1.2094 4.2475 -5.6623
39 Tl -0.5246 1.7350 -1.2340
40 C -2.3970 -0.3324 1.2506
41 C -2.9328 -0.2310 -0.0647
42 C -2.3366 -1.2569 -0.8651
43 H -3.6875 0.4858 -0.3921
44 C -1.4245 -1.9752 -0.0411
45 C -1.4719 -1.4163 1.2641
46 H -0.8990 -1.7634 2.1157
47 H -2.6592 0.2949 2.0984
48 H -2.5705 -1.4804 -1.9049
49 H -0.7986 -2.8123 -0.3479
50 C 2.5441 0.5603 0.4858
51 C 2.2451 -0.4879 1.4001
52 C 1.7797 -1.6071 0.6494
53 H 2.3975 -0.4672 2.4748
54 C 1.7775 -1.2513 -0.7234
55 C 2.2553 0.0929 -0.8326
56 H 2.3963 0.6469 -1.7608
57 H 2.9199 1.5465 0.7554
58 H 1.4710 -2.5623 1.0699
59 H 1.4664 -1.8896 -1.5525
60 O 0.1308 0.2855 2.7501
61 C -0.0436 1.5345 2.7638
62 O -0.2697 2.3317 1.8123
63 C 0.0327 2.1256 4.1733
64 C -0.2378 3.4885 4.4244
65 C -0.2012 4.0088 5.7179
66 C 0.1105 3.1647 6.8071
67 C 0.3955 1.8004 6.5774
68 C 0.3552 1.2986 5.2820
69 N 0.1173 3.6750 8.1367
70 O -0.1470 4.8847 8.3232
71 O 0.3864 2.8904 9.0763
72 H -0.4832 4.1514 3.5960
73 H -0.4125 5.0580 5.9155
74 H 0.6376 1.1599 7.4226
75 H 0.5703 0.2410 5.1287

Properties
lowest unoccupied orbital energy: 3.09 eV
HOMO: 0.00314 hartree
total charge: -2

=====

C30H34O19V | ωB97M-V with the def2-TZVPD basis set

Positions of all 84 atoms, in Å:
1 O 0.3220 -0.1355 -0.7386
2 V 1.6742 0.6460 -1.2163
3 C 0.8509 -1.8054 -4.0114
4 C 0.7871 -2.5595 -5.1206
5 C 0.9774 -2.0238 -6.5466
6 O 0.9990 -2.7448 -7.6401
7 C 1.1758 -0.6827 -6.7294
8 C 1.1369 0.3043 -5.7137
9 C 1.0185 -0.3735 -4.2180
10 O 1.1395 0.3861 -3.2521
11 O 1.1233 1.5233 -5.9534
12 O 0.4500 -3.7719 -4.8648
13 H 0.5345 -2.2562 -3.0824
14 H 1.3447 -0.4150 -7.7619
15 C 5.8103 0.3257 -2.3843
16 C 6.7712 -0.6235 -2.0469
17 C 6.4053 -1.6986 -0.9548
18 O 7.1954 -2.6580 -0.4813
19 C 5.1523 -1.8396 -0.5295
20 C 4.1574 -0.9236 -0.9780
21 C 4.5197 0.3813 -1.8629
22 O 3.6559 1.2492 -1.9289
23 O 2.8898 -1.0843 -0.7473
24 O 7.7759 -0.6644 -2.8888
25 H 6.1164 0.9930 -3.1764
26 H 4.8696 -2.5831 0.2010
27 C 2.1822 4.0300 1.5484
28 C 1.6464 5.3096 1.5810
29 C 0.5898 5.6125 0.4447
30 O 0.0037 6.7233 0.2608
31 C 0.1968 4.6762 -0.5474
32 C 0.7733 3.3569 -0.5128
33 C 1.8257 3.0265 0.5979
34 O 2.3030 1.8728 0.5054
35 O 0.5781 2.5038 -1.3425
36 O 2.0027 6.0369 2.5936
37 H 2.8957 3.7192 2.2971
38 H -0.5653 4.9593 -1.2584
39 C 1.0242 -1.0486 2.6355
40 O 0.0313 -0.9109 3.5907
41 C 0.3319 0.0159 4.6422
42 C 0.7478 1.4362 4.1649
43 O 0.9099 2.2896 5.3395
44 C 1.1372 3.6749 5.1467
45 C -0.0501 4.4002 4.4603
46 O -1.3084 4.0547 5.0726
47 C -2.3935 4.9299 4.7897
48 H 1.1478 -2.0656 2.2631
49 H 2.0367 -0.6691 2.7730
50 H 0.5448 -0.6553 1.7390
51 H 1.1097 -0.4289 5.2630
52 H -0.5703 0.1703 5.2340
53 H -0.1240 1.8363 3.6472
54 H 1.6539 1.4437 3.5591
55 H 2.0072 3.7231 4.4919
56 H 1.3562 4.0309 6.1534
57 H -0.0267 4.1134 3.4090
58 H 0.1077 5.4724 4.5771
59 H -2.2368 5.9646 5.0944
60 H -3.2593 4.5272 5.3155
61 H -2.7705 4.8087 3.7742
62 C -0.7660 -3.3481 -0.3851
63 O -1.5149 -4.1571 0.4872
64 C -2.4914 -3.4098 1.1874
65 C -3.3584 -2.4534 0.3201
66 O -4.0996 -3.2447 -0.5151
67 C -5.1359 -2.5020 -1.0965
68 C -6.2066 -3.4218 -1.6515
69 O -5.9931 -4.1315 -2.8126
70 C -6.7145 -5.3699 -2.9223
71 H -0.5841 -2.4219 0.1600
72 H -1.3460 -3.3556 -1.3080
73 H 0.1398 -3.9031 -0.6292
74 H -1.9194 -2.8046 1.8907
75 H -3.1871 -4.0350 1.7472
76 H -2.8187 -1.6592 -0.1958
77 H -3.9034 -1.9081 1.0906
78 H -4.8197 -1.9748 -1.9966
79 H -5.5862 -1.7161 -0.4901
80 H -7.0750 -2.7730 -1.7662
81 H -6.4386 -4.0946 -0.8260
82 H -7.6474 -5.2906 -2.3641
83 H -6.2039 -6.2981 -2.6661
84 H -7.0219 -5.6333 -3.9343

Properties
lowest unoccupied orbital energy (spin up / spin down): 4.09 / 2.21 eV
HOMO (spin up / spin down): 0.02310 / 0.02312 hartree
2S+1: 3
⟨S²⟩: 2.065
total charge: -3

=====

C30H35N3O6S3Ti | ωB97M-V with the def2-TZVPD basis set

Positions of all 78 atoms, in Å:
1 Ti -0.1054 0.1051 0.1616
2 C -1.5112 -3.0166 0.7213
3 N -1.0350 -1.8344 1.4717
4 C -2.1873 -1.4045 2.3138
5 C -2.2704 0.0670 2.6756
6 C -2.7747 0.9548 1.5454
7 N -1.8709 1.1146 0.3923
8 C -2.0542 2.2605 -0.2428
9 C -1.3676 2.6702 -1.4689
10 C -1.9592 3.6227 -2.2989
11 C -1.3447 4.0341 -3.4617
12 C -0.1011 3.5045 -3.8054
13 C 0.5215 2.5917 -2.9790
14 C -0.1072 2.1813 -1.8100
15 O 0.5220 1.3239 -0.9760
16 C 0.0870 -2.2780 2.3360
17 C 1.1789 -3.0772 1.6085
18 C 1.6849 -2.4659 0.2914
19 N 1.7042 -1.0192 0.4493
20 C 2.7777 -0.4801 0.9111
21 C 2.8470 0.7977 1.5551
22 C 4.0920 1.3679 1.8757
23 C 4.1656 2.4777 2.6766
24 C 2.9872 3.0110 3.2182
25 C 1.7607 2.4497 2.9524
26 C 1.6632 1.3547 2.0896
27 O 0.4789 0.8283 1.8109
28 H -1.7554 -3.8233 1.4234
29 H -0.7818 -3.3665 0.0018
30 H -2.4035 -2.7602 0.1627
31 H -2.1971 -2.0140 3.2250
32 H -3.0957 -1.6535 1.7622
33 H -1.3332 0.4436 3.0794
34 H -3.0109 0.1496 3.4756
35 H -2.9549 1.9463 1.9564
36 H -3.7275 0.5541 1.1774
37 H -2.9507 2.8298 -0.0191
38 H -2.9190 4.0371 -2.0126
39 H -1.8204 4.7673 -4.0988
40 H 0.3871 3.8199 -4.7182
41 H 1.4912 2.1770 -3.2173
42 H -0.3131 -2.9181 3.1324
43 H 0.5179 -1.3971 2.8102
44 H 0.8450 -4.0980 1.4198
45 H 2.0181 -3.1479 2.3052
46 H 1.0372 -2.7165 -0.5445
47 H 2.6865 -2.8445 0.0715
48 H 3.6943 -1.0765 0.9089
49 H 4.9930 0.9169 1.4753
50 H 5.1216 2.9301 2.9013
51 H 3.0320 3.8870 3.8528
52 H 0.8562 2.8840 3.3553
53 C -3.2769 4.3324 4.0177
54 O -2.6560 4.0363 2.7683
55 C -1.3648 4.4066 2.5821
56 S -0.4961 5.1804 3.7630
57 S -0.7623 4.0426 1.0317
58 H -4.2939 3.9535 3.9324
59 H -3.2841 5.4047 4.2057
60 H -2.7532 3.8437 4.8390
61 C -6.6116 1.5647 -2.3764
62 C -5.2861 0.8570 -2.4467
63 C -5.0799 -0.3252 -1.7291
64 C -3.8711 -0.9912 -1.7957
65 C -2.8399 -0.4713 -2.5686
66 C -3.0263 0.6864 -3.2963
67 C -4.2498 1.3410 -3.2349
68 S -1.2767 -1.3033 -2.6103
69 O -0.4192 -0.5741 -3.4997
70 O -1.5266 -2.6936 -2.8711
71 O -0.7799 -1.1823 -1.1719
72 H -6.9257 1.7035 -1.3409
73 H -7.3883 0.9839 -2.8773
74 H -6.5627 2.5423 -2.8541
75 H -5.8839 -0.7302 -1.1248
76 H -3.7366 -1.9265 -1.2703
77 H -2.2123 1.0739 -3.8963
78 H -4.3923 2.2512 -3.8057

Properties
lowest unoccupied orbital energy: -0.86 eV
HOMO: -0.25812 hartree
energy above the lowest of the compared OMol25 structures with the same formula, charge and spin: 0.578 eV

=====

| no. | total energy (eV) |
| --- | --- |
| 1 | -56267.24968 |
| 2 | -96242.90920 |
| 3 | -104057.90138 |